Molecular formula: C5H10O2S
Method: DFT, the ωB97M-V functional and the def2-TZVPD basis

Geometry as XYZ:
```
18
Properties=species:S:1:pos:R:3:lowdin_charge:R:1
C -0.3569 -0.0806 3.1184 -0.445
S 0.6334 1.2335 2.2646 0.748
C 0.5106 0.9257 0.3989 -0.437
C -0.1303 -0.4926 0.0815 -0.231
C 0.1215 -0.8268 -1.3887 -0.119
C 0.1256 0.3376 -2.3309 -0.505
O 0.8094 1.2985 -2.2218 0.113
O -0.4853 -0.1181 -3.5001 0.038
H 0.3356 -0.8495 3.5098 0.021
H -0.9051 0.3385 4.0025 0.029
H -1.2912 -0.4777 2.5297 0.066
H 1.4182 1.1036 -0.2134 0.084
H -0.1810 1.6629 0.2056 0.015
H 0.3216 -1.2625 0.6896 0.102
H -1.1688 -0.4134 0.2314 0.084
H -0.4713 -1.7850 -1.7274 0.165
H 1.1344 -1.0955 -1.3309 0.107
H -0.4205 0.5015 -4.3187 0.164
```

The HOMO energy comes out at -8.3452 eV. As for the SMILES: CSCCCC(=O)O. Its spin multiplicity is 1. The relative energy (zero: lowest compared OMol25 entry of this formula, charge and spin) is 1.430 eV. As for the LUMO energy: 0.557 eV.

=====

Molecular formula: C3H6BrNO2
Method: DFT, the ωB97M-V functional and the def2-TZVPD basis

Geometry as XYZ:
```
13
Properties=species:S:1:pos:R:3:lowdin_charge:R:1
C 0.8136 1.1735 0.1512 -0.117
C -0.2899 0.4662 0.9097 -0.338
C -1.0884 -0.4170 0.0475 -0.524
N 0.2998 -1.3513 -1.1681 -0.355
O 1.4334 -1.5164 -0.7503 0.019
O -0.1017 -1.4746 -2.2504 0.067
Br -2.0314 -1.9368 0.8685 0.651
H 1.7496 0.5444 0.1608 0.089
H 1.1575 2.0416 0.6870 0.074
H 0.5261 1.4118 -0.8052 0.048
H -0.9669 1.2460 1.3172 0.129
H 0.2357 -0.1978 1.6742 0.134
H -1.7374 0.0105 -0.8420 0.124
```

The HOMO energy comes out at -9.4929 eV. Its spin multiplicity is 1. The relative energy (zero: lowest compared OMol25 entry of this formula, charge and spin) is 4.488 eV. As for the LUMO energy: -0.145 eV.

=====

Molecular formula: C3H2NO2S
Method: DFT, the ωB97M-V functional and the def2-TZVPD basis

Geometry as XYZ:
```
9
Properties=species:S:1:pos:R:3:lowdin_charge:R:1
C 0.4090 1.9760 -0.9327 -0.375
C 0.7158 0.9696 0.0118 -0.096
C -0.4517 -0.2430 0.1810 -0.230
N 0.2420 2.7392 -1.7870 0.071
O -1.5594 -2.3241 0.7284 -0.530
O 0.8981 -2.2987 1.0936 -0.519
S -0.2503 -1.9214 0.2169 0.588
H 1.4102 1.0544 0.8021 0.034
H -1.4137 0.0480 -0.3141 0.056
```

The HOMO energy (spin up / spin down) comes out at -3.9680 / -4.0043 eV. The charge is -1. Its spin multiplicity is 1. The relative energy (zero: lowest compared OMol25 entry of this formula, charge and spin) is 3.747 eV. As for the LUMO energy (spin up / spin down): 2.735 / 2.852 eV.

=====

Molecular formula: C6H13N2O
Method: DFT, the ωB97M-V functional and the def2-TZVPD basis

Geometry as XYZ:
```
22
Properties=species:S:1:pos:R:3:lowdin_charge:R:1
C -0.5666 -0.8342 0.0387 0.052
C 0.9438 0.9374 0.6874 -0.152
C 0.8693 -0.4641 0.0145 -0.470
C 1.0965 -0.4183 -1.5005 -0.007
C 1.9066 -1.3546 0.7792 0.011
C -2.3615 2.0180 0.1048 -0.062
N -1.2065 1.3827 0.6688 0.037
N -1.3979 -1.7664 -0.0672 0.230
O -0.0212 1.7101 0.0717 -0.118
H 0.6170 0.9176 1.7875 0.168
H 1.8386 1.4885 0.5422 0.140
H 0.8508 -1.4563 -1.8655 0.122
H 2.0687 -0.2542 -1.8219 0.072
H 0.6833 0.5052 -1.9646 0.117
H 2.8405 -0.9365 0.5960 0.069
H 1.8043 -2.3869 0.3188 0.116
H 1.7964 -1.4128 1.8495 0.089
H -2.5916 2.8415 0.7815 0.111
H -2.4277 2.3424 -0.9190 0.097
H -3.1995 1.4411 0.3076 0.063
H -1.1579 -2.7482 -0.2390 0.163
H -2.3855 -1.5519 -0.1706 0.151
```

The HOMO energy (spin up / spin down) comes out at -12.8255 / -13.3029 eV. The charge is +1. Its spin multiplicity is 1. The relative energy (zero: lowest compared OMol25 entry of this formula, charge and spin) is 6.554 eV. As for the LUMO energy (spin up / spin down): -4.921 / -4.136 eV.

=====

Molecular formula: H39O19
Method: DFT, the ωB97M-V functional and the def2-TZVPD basis

Geometry as XYZ:
```
58
Properties=species:S:1:pos:R:3:lowdin_charge:R:1
O -1.1478 -2.6561 -2.7519 -0.046
H -1.1095 -1.0610 -2.9070 0.072
H -1.6141 -3.2329 -3.3580 0.088
O 3.7284 1.8435 0.5734 -0.064
H 3.3590 2.7331 0.4579 0.022
H 4.6713 1.6806 0.4851 0.056
O -1.2252 1.0422 3.4694 -0.057
H -1.5598 0.8718 4.3573 0.048
H -1.4110 1.9794 3.3449 0.026
O 2.1950 0.0841 -0.7591 -0.033
H 2.8287 0.1047 -0.0332 0.047
H 2.0618 1.0086 -0.9901 0.049
O 1.4508 -2.1332 -2.8384 -0.048
H 1.5603 -1.2189 -2.5244 0.012
H 2.2872 -2.0964 -3.3294 0.078
O -3.6155 -1.6107 -2.1218 -0.037
H -3.8828 -0.7009 -1.9771 0.034
H -3.1594 -2.0268 -1.3890 0.030
O -0.1777 1.5534 -0.0286 -0.054
H -0.6895 2.3658 0.0173 0.045
H -0.4997 1.0573 0.7329 0.037
O -0.8638 -0.1712 -2.4912 0.060
H -1.5779 0.4593 -2.2817 0.080
O -2.6345 1.7264 -3.4059 -0.036
H -2.7821 1.3944 -4.3007 0.067
H -2.0933 2.4974 -3.6141 0.062
O 2.4681 3.9654 -0.6494 -0.037
H 2.9233 4.4017 -1.3734 0.064
H -4.8889 0.0768 0.5666 0.024
O 3.9486 -1.1490 3.5387 -0.057
H 4.0605 -2.0649 3.2397 0.051
H 3.2021 -1.3423 4.1246 0.049
O -3.9078 -0.9694 2.4096 -0.052
H -3.0428 -1.0519 1.9765 0.028
H -4.1652 -1.8923 2.2928 0.052
O -1.4935 -2.7673 3.0716 -0.038
H 2.3895 4.5501 0.1082 0.063
H -0.1815 -2.5992 -2.8868 0.016
O -0.1500 -0.7522 -0.2308 -0.026
H 0.3842 -1.5564 -0.3402 0.100
H 0.5996 -0.0954 -0.3920 0.041
O 2.8273 0.2754 -3.5053 -0.038
H 3.6971 0.1876 -3.0906 0.066
H 2.5010 1.0455 -3.0290 0.034
O 5.1034 -0.3735 1.0616 -0.056
H 0.1549 -2.2634 2.1305 0.008
H 5.0324 -0.9984 1.7953 0.017
O 1.0037 -1.7657 2.1178 -0.072
H 4.2482 0.0619 1.1864 -0.009
H 0.4862 -0.9414 2.1798 0.029
O -4.9658 0.9638 0.9033 -0.046
H -4.6099 1.1303 1.7697 0.017
H -0.9323 -2.7882 3.8514 0.065
O -2.4197 2.4415 1.1730 -0.046
H -3.1059 1.7586 1.1493 0.013
H -2.8955 3.2756 1.1433 0.070
H -1.8506 -3.6240 2.8264 0.064
H -0.5197 -0.6333 -1.4553 0.068
```

The HOMO energy comes out at -13.3696 eV. The charge is +1. Its spin multiplicity is 1. The relative energy (zero: lowest compared OMol25 entry of this formula, charge and spin) is 1.837 eV. As for the LUMO energy: -2.550 eV.

=====

Molecular formula: C36H41N5O9SScSi3
Method: DFT, the ωB97M-V functional and the def2-TZVPD basis

Geometry as XYZ:
```
96
Properties=species:S:1:pos:R:3:lowdin_charge:R:1
Sc -0.1358 0.0613 0.1323 0.989
O 2.4632 1.0197 3.4755 -0.292
S 1.8488 -0.1588 2.9186 0.624
O 0.5359 -0.5179 3.3838 -0.256
N 1.8341 -0.1680 1.3004 -0.178
C 3.0809 -0.0345 0.6873 -0.275
C 4.2720 0.3534 1.2725 -0.018
C 5.4823 0.3505 0.5539 -0.067
C 5.5401 -0.0327 -0.7535 -0.055
C 4.3433 -0.4144 -1.3998 -0.159
C 4.3209 -0.8431 -2.7439 -0.008
C 3.1417 -1.2286 -3.3044 -0.045
C 1.9705 -1.1437 -2.5282 -0.142
N 1.9373 -0.7200 -1.2876 0.109
C 3.1206 -0.3895 -0.6971 -0.170
C 2.8956 -1.5425 3.3388 -0.270
C 3.8300 -1.4073 4.3516 -0.058
C 4.6013 -2.5026 4.7165 -0.082
C 4.4345 -3.7161 4.0685 -0.093
C 3.4900 -3.8428 3.0580 -0.073
C 2.7133 -2.7559 2.6919 -0.047
H 4.2934 0.6868 2.2955 0.092
H 6.3820 0.6599 1.0709 0.104
H 6.4708 -0.0465 -1.3054 0.104
H 5.2481 -0.8705 -3.3043 0.116
H 3.0756 -1.5723 -4.3272 0.107
H 1.0325 -1.4427 -2.9702 0.084
H 3.9510 -0.4474 4.8347 0.113
H 5.3365 -2.4044 5.5049 0.100
H 5.0383 -4.5683 4.3531 0.097
H 3.3544 -4.7917 2.5560 0.103
H 1.9636 -2.8419 1.9159 0.115
O -1.5029 2.2836 3.3406 0.086
C -1.4262 1.3220 2.6044 -0.589
O -0.7637 1.3240 1.4828 -0.149
C -2.1209 0.0294 2.9708 -0.055
C -2.8724 0.0403 4.1239 0.086
C -3.4088 -1.1412 4.6259 -0.133
C -3.1521 -2.3560 4.0291 0.078
C -2.3781 -2.3672 2.8866 -0.050
C -1.9034 -1.1848 2.2573 -0.251
O -1.3519 -1.2211 1.0880 -0.137
N -2.0710 -3.6882 2.3450 -0.333
O -2.9149 -4.5598 2.4701 0.065
O -0.9847 -3.8715 1.8271 0.064
N -4.2247 -1.1125 5.8341 -0.361
O -4.5804 -2.1788 6.3109 0.050
O -4.4618 -0.0292 6.3365 0.066
H -3.0061 0.9787 4.6415 0.135
H -3.5340 -3.2760 4.4432 0.129
C -3.6450 3.2227 -2.1696 -0.184
Si -2.8344 1.9116 -1.0548 0.410
C -3.8262 0.3021 -1.1875 -0.165
C -3.3235 2.5739 0.6396 -0.156
C -1.0338 1.5835 -1.5184 -0.511
Si 0.0050 3.1296 -1.4950 0.377
C -0.3509 4.2580 -0.0348 -0.169
C -0.2442 4.2230 -3.0243 -0.169
C 1.8579 2.7658 -1.3626 -0.159
Si -1.0599 0.7499 -3.1487 0.448
C 0.4648 0.9193 -4.2723 -0.171
C -2.4004 1.1069 -4.4408 -0.184
C -1.2509 -1.1207 -2.7878 -0.307
C -1.6869 -2.0611 -3.7214 -0.065
C -1.7220 -3.4054 -3.3944 -0.063
C -1.3172 -3.7948 -2.1289 -0.039
C -0.9086 -2.8157 -1.2392 -0.108
N -0.8748 -1.5206 -1.5568 -0.018
H -4.7231 3.2184 -1.9887 0.029
H -3.4789 3.1246 -3.2402 0.000
H -3.2815 4.2069 -1.8628 0.023
H -4.8528 0.4897 -0.8625 0.036
H -3.4041 -0.4487 -0.5133 0.024
H -3.8674 -0.1405 -2.1833 0.013
H -4.2484 3.1378 0.4826 0.038
H -2.6056 3.2249 1.1268 0.020
H -3.5600 1.7680 1.3344 0.033
H -1.3301 4.7334 -0.1151 0.027
H 0.3964 5.0564 -0.0189 0.032
H -0.3137 3.7274 0.9167 0.026
H -1.2887 4.5138 -3.1356 0.015
H 0.0640 3.7279 -3.9465 0.008
H 0.3500 5.1358 -2.9307 0.028
H 2.1070 2.3463 -0.3823 0.028
H 2.4073 3.7078 -1.4409 0.036
H 2.2487 2.0860 -2.1215 0.011
H 0.3105 1.7647 -4.9451 0.024
H 0.5442 0.0262 -4.8994 0.035
H 1.4181 1.0631 -3.7706 0.006
H -2.2882 2.1282 -4.8104 0.029
H -3.4279 0.9757 -4.1083 0.023
H -2.2279 0.4466 -5.2957 0.024
H -1.9992 -1.7310 -4.7032 0.096
H -2.0621 -4.1397 -4.1147 0.104
H -1.3276 -4.8302 -1.8187 0.108
H -0.6169 -3.0667 -0.2309 0.088
```

The HOMO energy comes out at -5.9051 eV. The charge is -1. Its spin multiplicity is 1. As for the LUMO energy: 1.887 eV.